Record 1
This record from the Open Molecules 2025 dataset describes 10 unconnected molecules or ions with the total composition C30H75NO14 at a distorted geometry. The level of theory is ωB97M-V/def2-TZVPD.

Last column: Mulliken charge in e.
Element x y z (Å)
C  4.48479  -2.93528  2.45736  -0.75
C  4.98398  -1.70569  3.42703  -0.36
C  5.44729  -0.47466  2.40252  -0.28
C  4.99924  1.01564  2.94108  -0.31
C  4.95228  2.14955  1.71776  -0.63
C  3.39951  2.38449  1.14589  -0.61
C  2.79882  0.91758  0.72867  -0.39
C  1.38608  0.96736  -0.11866  0.28
C  0.85414  -0.57779  -0.24810  -0.68
C  -0.18058  -1.06078  0.92739  0.36
O  -1.35298  -1.53635  0.13621  -0.33
C  -2.44413  -0.68398  0.63887  0.45
O  -3.73428  -1.06078  0.49431  -0.55
O  -1.94035  0.53010  1.32452  -0.32
C  -0.73545  0.00766  2.03972  0.23
O  -1.13755  -0.50578  3.39123  -0.27
N  -1.84654  0.54657  3.91058  0.24
O  -2.69369  0.09596  4.67518  -0.44
H  4.47441  -3.99011  2.96410  0.33
H  3.39001  -2.71073  2.05021  0.01
H  5.19473  -2.97164  1.49949  0.26
H  4.09908  -1.34769  4.13699  0.24
H  5.89861  -2.10923  4.06542  0.30
H  6.62530  -0.53829  2.23921  0.25
H  4.96685  -0.72343  1.35201  0.08
H  5.75157  1.39453  3.78372  0.13
H  3.93334  1.01782  3.42767  0.24
H  5.69999  1.82359  0.84616  0.30
H  5.39930  3.15892  2.16979  0.25
H  2.74649  2.96717  1.95080  0.20
H  3.52882  2.99899  0.15290  0.26
H  3.61572  0.40433  0.02971  0.23
H  2.58742  0.25353  1.69571  0.01
H  1.67099  1.36468  -1.20763  0.05
H  0.59820  1.73137  0.29802  0.11
H  1.82099  -1.27042  -0.14316  0.26
H  0.44584  -0.80868  -1.34592  0.12
H  0.32236  -1.93066  1.53165  0.26
H  0.10140  0.77787  2.34997  0.29
C  -1.36260  4.21201  -2.69209  -1.25
C  -0.24705  3.76945  -1.76802  0.50
O  0.82083  4.70428  -1.81436  -0.55
H  -0.99784  4.30045  -3.72071  0.28
H  -2.19197  3.49940  -2.67139  0.28
H  -1.73797  5.19862  -2.40140  0.44
H  0.13999  2.79336  -2.07500  -0.13
H  -0.60069  3.69125  -0.73533  0.14
H  0.46877  5.56581  -1.53183  0.32
C  -3.86790  -2.16960  -3.67829  -0.52
C  -4.46399  -0.78723  -3.84556  -0.23
O  -5.20350  -0.43428  -2.68583  -0.48
H  -4.65595  -2.91026  -3.50711  0.29
H  -3.29816  -2.45865  -4.56595  0.02
H  -3.20505  -2.20286  -2.80747  0.18
H  -5.14247  -0.76399  -4.70342  0.31
H  -3.68134  -0.03896  -4.00416  0.14
H  -4.59018  -0.44955  -1.93110  0.26
C  9.58760  3.25760  5.28875  -1.09
C  8.48968  2.22576  5.44411  -0.22
O  8.01719  1.82410  4.16667  -0.42
H  9.21900  4.13240  4.74306  0.29
H  9.95971  3.58113  6.26494  0.34
H  10.42308  2.85016  4.71017  0.34
H  7.64772  2.64374  6.00373  0.28
H  8.85404  1.34235  5.97744  0.26
H  8.77048  1.44655  3.68085  0.24
C  -3.73182  -4.50960  -7.84322  -0.97
C  -2.61627  -4.95216  -6.91914  -0.20
O  -1.54838  -4.01733  -6.96548  -0.49
H  -3.36706  -4.42116  -8.87183  0.25
H  -4.56119  -5.22221  -7.82252  0.34
H  -4.10719  -3.52299  -7.55253  0.30
H  -2.22923  -5.92825  -7.22613  0.25
H  -2.96991  -5.03036  -5.88646  0.28
H  -1.90045  -3.15580  -6.68296  0.25
C  -0.20819  -7.20968  -9.55501  -0.98
C  0.23642  -5.98949  -10.33457  -0.22
O  -0.30795  -4.81548  -9.74995  -0.48
H  -1.30077  -7.28034  -9.54122  0.22
H  0.19943  -8.12386  -9.99570  0.36
H  0.11985  -7.14403  -8.51248  0.30
H  -0.11205  -6.04858  -11.36989  0.29
H  1.32745  -5.90463  -10.34195  0.25
H  0.01432  -4.76779  -8.83350  0.24
C  -1.63182  4.20797  5.26078  -1.03
C  -0.51627  3.76541  6.18486  -0.09
O  0.55162  4.70024  6.13852  -0.55
H  -1.26706  4.29641  4.23217  0.29
H  -2.46119  3.49537  5.28148  0.26
H  -2.00719  5.19458  5.55147  0.41
H  -0.12923  2.78932  5.87787  0.21
H  -0.86991  3.68721  7.21754  0.19
H  0.19955  5.56178  6.42104  0.33
C  -7.64519  -1.69977  0.71356  -0.84
C  -7.77533  -0.20698  0.93465  -0.18
O  -6.97067  0.19248  2.03437  -0.50
H  -7.95100  -2.24954  1.60974  0.29
H  -8.26315  -2.02467  -0.12826  0.31
H  -6.60397  -1.97230  0.51262  0.16
H  -8.81319  0.05822  1.15674  0.29
H  -7.45903  0.35016  0.04743  0.21
H  -6.04997  -0.03965  1.82359  0.27
C  0.15849  0.75426  -5.00441  -0.76
C  1.27405  0.31170  -4.08033  0.30
O  2.34193  1.24653  -4.12667  -0.57
H  0.52325  0.84271  -6.03302  0.31
H  -0.67087  0.04166  -4.98371  0.19
H  -0.21688  1.74087  -4.71372  0.11
H  1.66108  -0.66439  -4.38731  0.40
H  0.92040  0.23350  -3.04765  -0.25
H  1.98987  2.10807  -3.84415  0.35
C  -3.02209  2.32761  8.18837  -0.81
C  -4.12000  1.29577  8.34373  -0.35
O  -4.59249  0.89410  7.06630  -0.45
H  -3.39068  3.20241  7.64268  0.25
H  -2.64998  2.65113  9.16456  0.36
H  -2.18660  1.92016  7.60980  0.21
H  -4.96197  1.71374  8.90335  0.32
H  -3.75565  0.41235  8.87706  0.25
H  -3.83920  0.51655  6.58047  0.27

Computed properties:
Charge: 0
LUMO level in eV: -1.0
Structure (SMILES): CCCCCCCCC[C@@H]1OC(=O)O[C@H]1ON=O.CCO.CCO.CCO.CCO.CCO.CCO.CCO.CCO.CCO
Orbital gap in eV: 8.703
Multiplicity: 1

***

Record 2
This record from the Open Molecules 2025 dataset describes 8 unconnected molecules or ions with the total composition C30H76O24S6 at a distorted geometry. The level of theory is ωB97M-V/def2-TZVPD.

Last column: Mulliken charge in e.
Element x y z (Å)
O  3.08409  -5.57172  -0.35418  -0.57
S  3.94227  -5.00906  0.64156  1.14
O  5.10833  -5.69488  1.14006  -0.66
O  4.45189  -3.57122  0.03829  -0.37
C  3.48469  -2.86081  -0.76797  0.40
C  4.22612  -1.62821  -1.27066  -0.83
C  2.96648  -4.33580  2.00444  -0.36
H  2.61270  -2.57177  -0.18315  -0.09
H  3.15296  -3.47975  -1.60013  0.48
H  5.15929  -1.91691  -1.74625  0.52
H  4.39484  -0.88265  -0.49610  -0.25
H  3.53439  -1.17388  -1.98723  0.23
H  1.97010  -4.21817  1.58030  -0.26
H  3.40072  -3.41463  2.37298  0.16
H  2.88066  -5.05501  2.81808  0.46
O  1.02707  3.79658  -3.52211  -0.54
S  -0.36851  4.12493  -3.43872  1.15
O  -0.89715  5.18150  -4.26290  -0.71
O  -1.25635  2.76037  -3.67055  -0.21
C  -2.05354  2.70090  -4.86084  -0.45
C  -2.74045  1.33641  -4.80581  -0.93
C  -0.82731  4.38096  -1.75610  -0.53
H  -1.45626  2.69979  -5.77695  0.34
H  -2.70303  3.57389  -4.92071  0.39
H  -1.97595  0.56939  -4.94256  0.24
H  -3.50238  1.26357  -5.57912  0.46
H  -3.14042  1.11832  -3.81428  0.14
H  -1.88964  4.54827  -1.62495  0.29
H  -0.32659  5.27578  -1.38522  0.50
H  -0.38336  3.53188  -1.24048  -0.24
O  -4.33755  -0.18010  5.10333  -0.66
S  -4.51187  1.19743  4.72028  1.13
O  -3.36365  2.04171  4.55132  -0.52
O  -5.39475  1.25323  3.33652  -0.22
C  -6.18184  0.10781  3.04490  -0.09
C  -6.90386  0.28890  1.71597  -1.18
C  -5.66783  1.97548  5.85842  -1.02
H  -6.92767  -0.02818  3.83617  0.45
H  -5.65304  -0.84687  3.00301  0.16
H  -7.71402  1.01481  1.79142  0.36
H  -7.33799  -0.67368  1.44254  0.40
H  -6.26845  0.58567  0.88357  0.09
H  -5.08682  2.20583  6.74825  0.42
H  -6.50538  1.32568  6.08329  0.35
H  -5.93008  2.88741  5.32497  0.30
O  0.71216  -1.41813  -0.57715  -0.53
S  0.10473  -0.64476  -1.62924  0.96
O  -0.08192  -1.21692  -2.91867  -0.73
O  -1.32137  -0.06456  -1.09502  -0.15
C  -1.43581  0.21082  0.30806  0.98
C  -2.91312  0.17118  0.68389  -0.83
C  0.95790  0.92272  -1.81612  -0.32
H  -0.95117  1.17125  0.50338  -0.50
H  -0.88865  -0.53203  0.89130  0.19
H  -3.21236  -0.87168  0.77642  0.41
H  -3.47854  0.66299  -0.10895  -0.07
H  -3.21951  0.76225  1.54724  -0.11
H  1.92864  0.64887  -2.23472  0.48
H  1.14393  1.39641  -0.85312  -0.11
H  0.43014  1.55281  -2.52029  -0.36
O  -0.83025  -5.93556  -4.06680  -0.57
S  -1.84999  -5.81466  -5.06929  1.13
O  -2.70191  -6.92467  -5.37979  -0.62
O  -2.79006  -4.52932  -4.74333  -0.37
C  -2.16719  -3.41195  -4.12342  0.69
C  -3.26640  -2.40797  -3.77609  -0.82
C  -1.16690  -5.26411  -6.65073  -0.95
H  -1.37546  -2.89545  -4.68134  0.29
H  -1.59774  -3.70829  -3.24034  -0.38
H  -3.47190  -1.76324  -4.63103  0.41
H  -2.88261  -1.76946  -2.97938  -0.16
H  -4.17336  -2.90451  -3.44282  0.38
H  -2.06343  -5.03473  -7.22011  0.32
H  -0.60481  -6.10180  -7.05365  0.39
H  -0.52554  -4.39423  -6.53901  0.31
O  -2.47403  -6.28674  -0.35974  -0.67
S  -2.11288  -4.90152  -0.29916  1.25
O  -2.94515  -3.88081  -0.89078  -0.51
O  -2.00014  -4.56065  1.30256  -0.51
C  -1.41909  -3.28948  1.62676  1.83
C  -1.99870  -2.80784  2.93693  -1.47
C  -0.37303  -4.71431  -0.81395  -0.12
H  -1.60222  -2.58552  0.80938  -0.42
H  -0.33307  -3.42771  1.67217  -0.53
H  -1.78566  -3.45078  3.78667  0.44
H  -3.03032  -2.47582  2.83391  0.34
H  -1.49223  -1.87027  3.20785  0.34
H  0.24912  -5.35360  -0.19576  0.36
H  -0.07834  -3.67171  -0.89185  -0.31
H  -0.40780  -5.11332  -1.83095  0.25
C  7.27117  0.35289  0.11619  -0.06
O  8.25608  0.02954  1.08934  -0.38
C  8.61727  1.09216  1.92088  -0.68
C  7.52188  1.59001  2.85824  -0.38
O  6.51774  2.37198  2.21765  -0.33
C  5.40228  2.60343  3.00013  -0.69
C  4.45481  1.42866  3.12729  -0.61
O  4.09781  1.01279  1.80839  0.11
C  3.06257  0.09810  1.72825  -0.51
H  6.45463  0.92038  0.56616  -0.05
H  6.84276  -0.57124  -0.26534  0.01
H  7.74035  0.93497  -0.68272  0.31
H  8.97939  1.94762  1.33455  0.33
H  9.44483  0.77865  2.55478  0.41
H  7.91587  2.22656  3.65701  0.45
H  7.08914  0.70138  3.33147  0.24
H  4.77464  3.43044  2.66039  0.27
H  5.67958  2.90661  4.02191  0.39
H  3.49272  1.67639  3.59503  0.43
H  4.84412  0.55314  3.66121  0.41
H  2.21452  0.37144  2.37582  0.44
H  3.37874  -0.91246  2.03433  0.29
H  2.64612  -0.05562  0.73190  -0.31
C  2.86071  3.88256  -0.96905  -0.85
O  1.66261  3.66363  -0.24709  0.37
C  1.76222  4.05592  1.09538  -0.21
C  0.56573  3.51684  1.85831  -0.38
O  -0.64655  4.03974  1.38552  -0.28
C  -1.73587  3.57515  2.16602  -0.39
C  -3.04114  3.94349  1.51157  -0.79
O  -3.10226  3.32216  0.25249  0.36
C  -4.37212  3.18747  -0.34364  -0.61
H  3.70060  3.53041  -0.35851  0.23
H  2.94934  4.92973  -1.26385  0.24
H  2.92675  3.27010  -1.86854  0.25
H  1.89409  5.12568  1.27885  0.42
H  2.61775  3.56104  1.57639  -0.29
H  0.69816  3.79952  2.91485  0.54
H  0.58278  2.41931  1.87314  -0.06
H  -1.64948  4.06431  3.14317  0.42
H  -1.69147  2.50207  2.37488  0.15
H  -3.21855  5.02283  1.43473  0.43
H  -3.86961  3.58704  2.13767  0.35
H  -5.04891  4.03455  -0.21192  0.41
H  -4.93440  2.29496  -0.05775  -0.09
H  -4.20423  3.04925  -1.41215  0.17

Computed properties:
Charge: 0
LUMO level in eV: 0.0
Structure (SMILES): CCOS(C)(=O)=O.CCOS(C)(=O)=O.CCOS(C)(=O)=O.CCOS(C)(=O)=O.CCOS(C)(=O)=O.CCOS(C)(=O)=O.COCCOCCOC.COCCOCCOC
Orbital gap in eV: 9.676
Multiplicity: 1
Energy above the lowest of the compared OMol25 structures with the same formula, charge and spin in kJ/mol: 0.00

***

| no. | HOMO level (eV) |
| --- | --- |
| 1 | -9.67 |
| 2 | -9.64 |